[1]
Below is the molecule C3H8N4 at a distorted geometry, with properties calculated with ωB97M-V/def2-TZVPD.

```
15
C3H8N4, DFT ωB97M-V/def2-TZVPD
C -1.04363 -0.48578 0.55357
C -2.19471 0.05375 -0.30908
C 2.36002 0.39547 -0.15000
N -0.43077 -1.62780 -0.01757
N 0.80265 -1.48256 -0.26470
N 0.10084 0.49909 0.61226
N 1.19324 -0.25534 0.18690
H -1.43592 -0.67643 1.52561
H -1.70372 0.20949 -1.23844
H -2.48015 0.93718 0.19377
H -3.05029 -0.55630 -0.52722
H 2.33019 0.81534 -1.27048
H 2.55638 1.15000 0.60764
H 3.15249 -0.44967 -0.10268
H -0.15663 1.47357 0.20042
```

* structure (SMILES): C[C@H]1N=NN(C)N1
* Kohn-Sham gap: 8.78 eV
* ΔE to the lowest compared entry with this formula, charge and spin: 4.048 eV
* net charge: 0

***

[2]
Below is a cluster of 8 separate species, C45H107N7O9 in total at a distorted geometry, with properties calculated with ωB97M-V/def2-TZVPD.

```
168
C45H107N7O9, DFT ωB97M-V/def2-TZVPD
C 4.58280 -2.42152 -6.36580
C 4.53707 -0.88426 -6.53765
C 3.98796 -0.20934 -5.26602
O 3.90334 1.19772 -5.45216
C 3.40373 1.76602 -4.27076
N 5.90643 -0.42848 -6.84926
H 4.96210 -2.90338 -7.26758
H 3.55021 -2.78052 -6.35619
H 5.17260 -2.72133 -5.50257
H 4.02449 -0.58705 -7.45577
H 4.76358 -0.49206 -4.54100
H 3.00493 -0.55821 -4.94063
H 4.03367 1.67317 -3.37692
H 2.43934 1.35613 -3.94622
H 3.24881 2.84155 -4.35995
H 5.89862 0.56009 -6.57915
H 6.54638 -0.79525 -6.14080
C 1.53869 0.33599 8.06580
C 1.15122 0.16364 6.59304
C 1.87117 -0.99012 5.87186
O 1.97924 -0.86977 4.47462
C 0.87662 -1.17969 3.64547
N -0.30146 0.20589 6.42034
H 0.92055 1.05185 8.60660
H 2.55716 0.72578 8.09363
H 1.46858 -0.58647 8.64934
H 1.50658 1.10128 6.15124
H 1.43991 -1.96118 6.15549
H 2.87384 -1.05987 6.30156
H 0.62628 -2.23547 3.82842
H 1.25092 -1.11692 2.62696
H -0.06345 -0.63885 3.76835
H -0.46021 -0.09159 5.45720
H -0.74461 -0.59500 6.87757
C -7.22391 0.54952 -1.63855
C -5.75367 0.71737 -1.92837
C -5.38711 2.03156 -2.54674
O -4.04294 2.02860 -3.01146
C -3.58713 3.31151 -3.33774
N -5.00141 0.45341 -0.68922
H -7.60655 1.30768 -0.94207
H -7.41035 -0.40762 -1.15724
H -7.89160 0.71777 -2.48753
H -5.41926 -0.04076 -2.64994
H -5.56778 2.91446 -1.91342
H -6.09161 2.29135 -3.35366
H -3.01232 3.25254 -4.27544
H -2.77110 3.67099 -2.70288
H -4.33913 4.06599 -3.57066
H -5.15842 1.34824 -0.22819
H -4.01957 0.27867 -0.86687
C -2.67030 6.52113 4.15537
C -3.68911 6.47828 2.98011
C -3.16365 5.59776 1.84176
O -3.73009 5.98126 0.58995
C -3.33847 5.07101 -0.41242
N -4.99511 6.00008 3.45289
H -1.78996 7.05965 3.79180
H -2.30609 5.57313 4.55009
H -3.14958 7.09609 4.94619
H -3.87953 7.49232 2.63198
H -3.31965 4.52586 1.99915
H -2.07788 5.74097 1.80343
H -4.11857 4.31483 -0.54764
H -2.36405 4.60113 -0.24718
H -3.24201 5.62462 -1.34955
H -5.32381 6.47794 4.28594
H -4.88954 5.05115 3.80781
C -4.51774 -1.87073 2.18242
C -3.07166 -1.56189 2.55291
O -2.92051 -0.17724 2.82318
O -5.46010 -1.33553 3.08823
H -4.66714 -2.95619 2.24249
H -4.71942 -1.61169 1.14156
H -2.47536 -1.76663 1.65779
H -2.64886 -2.15059 3.37188
H -3.01166 0.02006 3.75718
H -5.85528 -0.55065 2.69899
C -2.06974 -4.91438 -5.31035
C -2.20196 -4.05330 -4.06929
C -1.50330 -2.71001 -4.36170
C -2.49631 -1.58596 -4.57023
C -3.29867 -1.52463 -3.23096
C -4.24148 -2.69472 -3.04876
N -3.59722 -3.88072 -3.63728
O -4.29530 -5.11169 -3.50042
C -4.44939 -2.85418 -1.50556
C -5.55902 -2.47703 -3.81630
C -1.46387 -4.68564 -2.83577
H -2.43742 -4.34827 -6.16910
H -2.56096 -5.88568 -5.25941
H -1.01067 -5.11730 -5.48091
H -0.76359 -2.44796 -3.60477
H -0.93704 -2.72025 -5.30127
H -3.18431 -1.73622 -5.40188
H -2.00707 -0.62127 -4.71064
H -3.90739 -0.63139 -3.42620
H -2.66498 -1.22740 -2.39980
H -5.08326 -3.72321 -1.28825
H -3.56068 -3.25666 -1.01506
H -4.88752 -1.92546 -1.14596
H -5.33603 -2.36613 -4.87666
H -6.25997 -3.24998 -3.50775
H -5.95958 -1.49311 -3.55391
H -1.55945 -5.77499 -2.76261
H -1.76968 -4.25144 -1.88809
H -0.37292 -4.64612 -2.95354
H -4.95699 -4.98354 -4.19341
C 3.93465 -2.93462 1.97021
C 5.32134 -2.21308 1.96285
C 5.59658 -1.73610 0.57065
C 6.64269 -0.62617 0.51642
C 6.32518 0.45349 1.55992
C 6.05310 0.02647 3.01693
N 5.11185 -1.10091 2.91450
O 4.78052 -1.55450 4.21091
C 7.36350 -0.18640 3.75782
C 5.33167 1.18400 3.72757
C 6.42024 -3.16304 2.50102
H 3.66642 -3.41179 1.02518
H 4.00243 -3.82076 2.61408
H 3.12685 -2.35521 2.40871
H 6.01452 -2.53163 -0.05307
H 4.70948 -1.35246 0.06131
H 7.67143 -0.90746 0.75219
H 6.63991 -0.11840 -0.44864
H 5.63999 1.21492 1.17625
H 7.23759 1.05590 1.66124
H 7.90292 0.75516 3.61895
H 8.03278 -0.94318 3.34077
H 7.28218 -0.35387 4.83059
H 5.31619 0.98277 4.80133
H 4.31084 1.27132 3.36032
H 5.91491 2.10492 3.66798
H 6.57441 -3.09540 3.57350
H 6.16805 -4.18206 2.19336
H 7.38855 -3.02067 2.01049
H 3.82608 -1.70175 4.16307
C -0.21012 2.45293 2.28629
C 0.38161 2.01549 0.90715
C 1.89589 1.83603 1.09398
C 2.54134 1.14642 -0.08195
C 1.84202 -0.20563 -0.34832
C 0.30482 -0.21103 -0.45534
N -0.21429 0.71437 0.57071
O -1.61954 0.82493 0.46897
C -0.09633 0.19429 -1.88464
C -0.23949 -1.60990 -0.21866
C 0.12878 3.09623 -0.08988
H 0.18448 3.45905 2.43423
H 0.23335 1.82541 3.06012
H -1.29450 2.40801 2.28748
H 2.46053 2.74295 1.32642
H 2.09442 1.18837 1.95876
H 3.62067 1.05988 0.01536
H 2.24846 1.67128 -0.99892
H 2.20714 -1.01174 0.30551
H 2.36422 -0.60065 -1.23122
H 0.14572 1.21361 -2.20910
H 0.48853 -0.28504 -2.67720
H -1.16706 0.03762 -1.98416
H -1.32012 -1.73867 -0.26575
H 0.29456 -2.39639 -0.75361
H -0.00616 -1.86692 0.82526
H -0.93923 3.04903 -0.34475
H 0.65815 3.00665 -1.03986
H 0.25344 4.12917 0.24088
H -1.93043 0.40330 1.28629
```

* structure (SMILES): CC1(C)CCCC(C)(C)N1O.CC1(C)CCCC(C)(C)N1O.CC1(C)CCCC(C)(C)N1O.COC[C@H](C)N.COC[C@H](C)N.COC[C@H](C)N.COC[C@H](C)N.OCCO
* Kohn-Sham gap: 8.07 eV
* ΔE to the lowest compared entry with this formula, charge and spin: 1.749 eV
* net charge: 0

***

[3]
Below is a structure of composition C34H23HoIN7O2S3 at a distorted geometry, with properties calculated with ωB97M-V/def2-TZVPD.

```
71
C34H23HoIN7O2S3, DFT ωB97M-V/def2-TZVPD
Ho 0.74795 -0.36203 -0.22702
C 0.84533 -1.94853 -4.75787
C 1.09756 -0.83137 -5.53173
C 1.30593 0.38759 -4.90439
C 1.23166 0.44670 -3.52461
N 1.00609 -0.63728 -2.77624
C 0.82641 -1.80865 -3.37813
C 1.42004 1.72031 -2.77149
C 1.37016 2.97544 -3.36009
C 1.62258 4.08545 -2.57509
C 1.90842 3.92696 -1.22924
C 1.89066 2.64659 -0.70261
N 1.65369 1.57627 -1.46758
C 2.15376 2.35686 0.73577
C 2.00684 3.29896 1.73857
C 2.29737 2.92408 3.04173
C 2.74099 1.63750 3.29451
C 2.82584 0.75236 2.23182
N 2.52350 1.09752 0.98275
H 0.67798 -2.91920 -5.20428
H 1.14538 -0.90452 -6.61066
H 1.54338 1.26936 -5.48382
H 0.66638 -2.65345 -2.71902
H 1.12654 3.08591 -4.40646
H 1.60033 5.07601 -3.01220
H 2.14330 4.77708 -0.60500
H 1.65091 4.29586 1.51651
H 2.17019 3.63131 3.85166
H 2.99083 1.31371 4.29531
H 3.13400 -0.27800 2.36765
S -0.35520 -2.80670 -0.15756
C 0.88186 -3.38774 0.96716
C 0.49319 -4.33490 1.91814
C 1.37872 -4.86789 2.83877
C 0.91733 -5.83667 3.80039
N 0.54812 -6.60651 4.57062
C 2.71550 -4.44864 2.82103
C 3.12110 -3.51997 1.87580
C 2.23768 -2.97912 0.93340
S 2.91209 -1.89124 -0.27569
C 3.67782 -4.96636 3.76068
N 4.46671 -5.35859 4.49971
H -0.53987 -4.65557 1.93405
H 4.15611 -3.20497 1.85548
I -3.81295 3.04135 6.63114
C -2.73102 2.26528 5.01965
C -2.42861 3.09234 3.94576
C -1.71320 2.57196 2.87774
C -1.29194 1.24814 2.89834
C -1.59905 0.43210 3.97922
C -2.32974 0.93688 5.04598
C -0.50434 0.70284 1.75834
O 0.15834 -0.36488 1.91477
O -0.49311 1.31845 0.64649
H -2.75263 4.12395 3.94145
H -1.47718 3.18477 2.01623
H -1.25935 -0.59626 3.97683
H -2.58033 0.30372 5.88574
C -3.96285 1.04135 -4.37842
N -4.05003 -0.02940 -3.40426
C -5.04930 -0.99697 -3.33137
C -4.72814 -1.82929 -2.32713
N -3.53908 -1.35986 -1.79443
C -3.11180 -0.25709 -2.45400
S -1.72732 0.63457 -2.14292
H -4.93624 1.17096 -4.84457
H -3.21790 0.80745 -5.13896
H -3.66487 1.96021 -3.87872
H -5.89333 -1.00091 -3.99856
H -5.23866 -2.69430 -1.94411
H -3.00053 -1.78127 -1.05092
```

* multiplicity: 5
* Kohn-Sham gap (alpha / beta): 6.17 / 6.18 eV
* net charge: 0
* <S²>: 6.004

***

[4]
Below is the molecule CH2ClF2NS at a distorted geometry, with properties calculated with ωB97M-V/def2-TZVPD.

```
8
CH2ClF2NS, DFT ωB97M-V/def2-TZVPD
C 0.23615 0.03982 0.25302
N 1.10946 1.11692 0.08081
F 3.03322 1.25552 1.83528
F 3.58714 0.33501 -0.26732
S 2.51698 1.53536 0.26039
Cl 0.70513 -1.04042 1.62379
H 0.21870 -0.59315 -0.64030
H -0.76876 0.40637 0.47571
```

* Kohn-Sham gap: 11.42 eV
* ΔE to the lowest compared entry with this formula, charge and spin: 0.422 eV
* net charge: 0

***

[5]
Below is the molecule C5H9NO at a distorted geometry, with properties calculated with ωB97M-V/def2-TZVPD.

```
16
C5H9NO, DFT ωB97M-V/def2-TZVPD
C 1.92642 -0.81393 -0.12453
C 0.72093 -1.27958 0.15740
C 1.90661 0.73990 0.00221
C 0.39607 0.96253 -0.25294
C -2.69341 -0.04387 0.17591
N -0.30611 -0.17768 0.37145
O -1.45410 -0.41603 -0.43827
H 2.77831 -1.27718 -0.33254
H 0.52678 -2.34336 0.19167
H 2.13666 0.94421 0.96293
H 2.64859 1.12597 -0.61090
H 0.05696 1.86302 0.14341
H 0.40139 0.95454 -1.29457
H -3.39143 -0.33198 -0.50486
H -2.86601 0.90780 0.61247
H -2.78766 -0.81437 0.94115
```

* structure (SMILES): CON1C=CCC1
* Kohn-Sham gap: 9.73 eV
* ΔE to the lowest compared entry with this formula, charge and spin: 4.614 eV
* net charge: 0

***

Computed values of M (unit: g/mol) for the preceding records, in sequence: 100.1 890.4 949.6 133.6 99.1.